No. 1
A structure of composition C20H28CeN6P2. Source: the OMol25 dataset; level of theory: ωB97M-V/def2-TZVPD.

Properties
**Multiplicity**: 2
**Highest occupied orbital energy (alpha / beta)**: -0.341 / -0.365 hartree
**Molecular weight**: 554.6 g/mol
**Charge**: +1

CARTESIAN COORDINATES (ANGSTROEM)
C  -3.01344  -2.24902  -2.38881
C  -1.90799  -1.53583  -1.95053
C  -2.10401  -0.20824  -1.48810
C  -3.40772  0.37489  -1.45242
C  -4.51296  -0.42332  -1.84858
C  -4.30698  -1.71168  -2.30855
C  -3.50608  1.70954  -1.04359
C  -2.38227  2.54203  -1.00538
C  -1.09262  1.92657  -1.09451
C  0.09199  2.71093  -1.18292
C  -0.03243  4.09441  -1.11767
C  -1.28324  4.70886  -0.94894
C  -2.44198  3.95774  -0.89788
H  -2.86485  -3.24974  -2.79030
H  -5.50132  0.03089  -1.82652
H  -5.14446  -2.30580  -2.65351
H  -4.48886  2.15032  -0.88395
H  0.87207  4.69619  -1.19715
H  -1.32666  5.79490  -0.89730
H  -3.42585  4.42244  -0.83742
N  -1.02254  0.54135  -1.05115
Ce  -0.53238  -0.01466  1.16814
C  -0.52671  -2.14924  -1.97178
H  0.19001  -1.50702  -2.50234
H  -0.54684  -3.14222  -2.43876
C  1.44737  2.05329  -1.35763
H  1.44719  1.34175  -2.19568
H  2.21639  2.81581  -1.53162
P  0.13521  -2.39921  -0.26014
P  1.94599  1.11707  0.16634
C  2.43261  2.55638  1.18936
H  2.82051  2.18698  2.14732
H  3.20919  3.14258  0.67806
H  1.55884  3.19405  1.37749
C  3.55792  0.39490  -0.26855
H  4.29077  1.16503  -0.54972
H  3.92187  -0.13780  0.62323
H  3.43788  -0.32805  -1.08860
C  -1.01037  -3.71093  0.29681
H  -0.92604  -4.56675  -0.38690
H  -0.73561  -4.01139  1.31611
H  -2.04361  -3.34359  0.30739
C  1.66594  -3.30322  -0.55960
H  2.12174  -3.53420  0.41359
H  1.44432  -4.23208  -1.10335
H  2.36407  -2.67959  -1.13349
H  -2.22710  0.69090  1.36449
H  -1.64695  -1.14852  2.00423
N  3.84471  -2.06656  3.88950
N  2.65853  -1.35644  3.89410
N  2.58449  -0.22569  4.65335
C  1.57367  0.41087  4.07455
N  1.11600  -0.21633  2.96037
N  1.87569  -1.33028  2.80344
H  3.66510  -3.03720  3.64278
H  4.31737  -1.93365  4.77964
H  1.15447  1.32758  4.46302

Atomic forces in eV per Å
0.86 0.32 0.45
-0.11 -0.66 0.02
0.73 1.42 0.74
0.22 -0.19 0.00
-0.02 -0.52 -0.19
-0.61 0.99 0.11
-0.21 0.19 -0.55
0.49 0.04 0.04
-0.85 -1.58 0.25
0.32 0.43 0.30
0.31 -1.12 0.06
-0.95 0.05 0.02
0.26 0.32 -0.13
-0.06 0.18 0.06
0.11 -0.24 0.00
0.01 0.07 0.06
0.12 -0.09 -0.04
-0.24 -0.04 -0.04
-0.09 -0.24 0.00
0.29 0.02 0.07
-0.34 0.81 -3.22
1.94 1.49 0.10
0.18 0.00 0.02
-0.19 -0.12 0.00
-0.07 0.27 -0.15
0.01 -0.11 0.06
-0.09 0.20 0.14
-0.18 -0.10 -0.17
-0.97 -0.60 -0.45
0.77 0.75 -0.80
0.16 -0.10 0.20
-0.02 0.25 -0.15
-0.18 -0.08 0.21
0.20 -0.11 -0.01
0.30 0.01 0.00
-0.15 -0.26 0.00
0.01 0.08 -0.32
0.08 0.21 0.26
0.20 -0.29 0.00
-0.10 0.02 0.21
-0.17 0.02 -0.25
0.31 -0.01 0.07
0.37 -0.19 0.01
-0.05 -0.03 -0.33
0.23 0.20 0.11
-0.12 -0.23 0.12
-2.11 1.10 0.28
-1.73 -2.57 1.33
-0.10 -0.35 -0.17
-0.25 2.61 -1.37
-0.80 -1.52 -0.80
0.22 -0.70 -0.33
2.38 -1.08 1.91
-0.19 1.17 2.09
0.04 0.16 0.32
-0.28 -0.17 -0.07
0.09 -0.07 -0.08

No. 2
A structure of composition C20H28Cl3GeN3O5ScSe2Si. Source: the OMol25 dataset; level of theory: ωB97M-V/def2-TZVPD.

Properties
**Multiplicity**: 2
**ΔE to the lowest compared entry with this formula, charge and spin**: 0.0 kcal/mol
**Highest occupied orbital energy (alpha / beta)**: -0.273 / -0.308 hartree
**Molecular weight**: 800.4 g/mol

CARTESIAN COORDINATES (ANGSTROEM)
Sc  1.22080  0.41315  0.12646
O  -0.54448  -0.91891  0.33370
C  -0.80470  -1.86464  -0.69413
C  0.49908  -2.50419  -1.09809
N  1.49237  -1.47702  -1.44057
C  1.26098  -0.90139  -2.76801
C  0.20093  0.20871  -2.68858
O  -0.61030  0.39596  -3.57464
O  0.27110  0.91119  -1.59607
C  2.83124  -2.00431  -1.16567
C  3.10093  -1.92648  0.34694
O  3.84727  -2.70969  0.88385
O  2.47618  -0.94050  0.94508
H  -0.46754  -1.41372  1.23148
H  -1.51874  -2.61466  -0.34266
H  -1.26964  -1.34332  -1.52997
H  0.88716  -3.07382  -0.25066
H  0.36083  -3.20469  -1.93150
H  2.18062  -0.42066  -3.10681
H  0.96849  -1.64740  -3.51199
H  2.95612  -3.03593  -1.50471
H  3.57999  -1.38550  -1.65719
Se  0.17062  0.77879  2.87681
Se  -2.75854  1.03048  2.38876
C  -2.24195  2.35563  1.14887
C  -1.78231  3.59089  1.61559
C  -1.33635  4.56066  0.74741
C  -1.32906  4.30440  -0.62032
C  -1.79133  3.09547  -1.05683
N  -2.25804  2.15797  -0.19920
C  0.14709  -1.01600  3.53045
C  0.48532  -1.25718  4.86065
C  0.51612  -2.56047  5.31902
C  0.20051  -3.59490  4.44920
C  -0.13371  -3.27056  3.15062
N  -0.16251  -2.01444  2.70169
H  -1.77698  3.75069  2.68326
H  -0.97659  5.50520  1.13281
H  -0.94871  5.01757  -1.33558
H  -1.79272  2.80315  -2.09684
H  0.73040  -0.42870  5.50897
H  0.78782  -2.76776  6.34582
H  0.21394  -4.62820  4.76410
H  -0.38491  -4.04195  2.43167
Cl  3.56467  1.19846  -1.09978
Ge  4.01468  2.12363  1.06950
Cl  4.91992  4.00070  0.34093
Cl  1.67916  2.90116  0.81621
C  -5.09990  -0.46720  -2.14601
Si  -4.66386  1.15184  -1.31177
C  -5.72185  1.47669  0.19348
C  -4.80678  2.57051  -2.52478
C  -2.84168  0.94861  -0.80889
H  -6.04374  -0.38199  -2.68870
H  -5.20639  -1.27801  -1.42266
H  -4.33132  -0.75103  -2.86869
H  -6.76945  1.58622  -0.09745
H  -5.42204  2.39657  0.70141
H  -5.64844  0.66316  0.91639
H  -5.84881  2.67672  -2.83556
H  -4.20547  2.39775  -3.41993
H  -4.50056  3.52335  -2.08675
H  -2.24710  0.73353  -1.69959
H  -2.71318  0.13244  -0.10234

Atomic forces in eV per Å
-0.05 -0.62 -0.05
0.08 -0.04 0.30
-0.09 -0.05 -0.05
0.04 -0.08 -0.04
0.05 0.22 0.10
0.01 0.04 -0.04
0.03 0.06 0.01
0.02 -0.06 -0.01
0.05 0.04 0.16
0.04 0.00 0.01
0.07 0.08 0.01
-0.01 -0.02 -0.02
-0.22 0.19 -0.08
-0.04 0.12 -0.16
0.04 -0.01 0.03
-0.03 0.04 0.00
-0.01 0.02 0.01
-0.01 0.01 -0.01
0.01 -0.01 0.01
-0.03 0.00 0.02
-0.01 0.00 0.01
-0.01 0.00 -0.01
0.11 -0.05 -0.12
0.09 0.01 -0.11
-0.09 -0.05 0.01
0.06 0.05 -0.05
-0.02 -0.01 0.08
0.04 0.00 -0.03
0.02 -0.06 0.00
-0.04 0.03 0.06
-0.02 -0.01 0.09
0.01 -0.03 0.02
0.00 0.02 0.01
0.00 -0.01 0.01
-0.01 0.06 -0.06
-0.08 0.07 -0.12
0.00 -0.02 0.00
0.02 0.00 -0.01
-0.01 0.00 0.00
0.00 0.03 0.00
-0.01 0.02 -0.01
-0.01 -0.01 0.00
0.01 0.00 0.01
-0.01 0.01 0.00
0.01 0.01 0.14
-0.03 0.10 -0.22
0.00 0.00 0.00
0.01 -0.09 0.07
-0.03 0.06 0.02
-0.08 -0.11 -0.02
0.02 0.02 -0.06
0.02 -0.02 0.05
0.10 0.05 0.02
-0.01 0.00 0.02
0.03 0.01 0.01
0.00 0.01 0.00
0.00 0.00 0.00
0.00 0.00 0.00
0.00 0.00 -0.01
0.01 0.01 -0.02
0.00 -0.01 0.00
0.00 -0.01 0.01
-0.02 0.01 0.00
-0.03 -0.02 0.00

Q: Look up the multiplicity of the first one.
A: 2